1.
147
Properties=species:S:1:pos:R:3:forces:R:3:mulliken_charge:R:1 method="wB97M-V/def2-TZVPD" charge=+1 homo_lumo_gap_ev=5.98 energy_ev=-129896.36652
In -0.4822 -0.1754 -0.7516 -0.5 -0.2 -0.4 2.257
C 0.9321 -4.2185 -4.5095 0.0 -0.1 0.0 -1.699
C 0.1984 -3.0983 -3.7642 0.1 0.1 0.0 0.709
C -0.0378 -1.9971 -4.7898 0.0 0.0 0.0 -1.381
P 0.9563 -2.4411 -2.1644 0.1 0.0 -0.1 1.293
C 2.7931 -2.7010 -2.4046 0.0 0.2 0.1 0.497
C 3.4712 -3.3968 -1.2236 0.1 0.1 0.0 -1.799
C 3.4500 -1.3484 -2.7007 0.0 -0.1 0.0 -1.530
C 0.4198 -3.7819 -1.0324 0.0 0.0 0.0 0.527
C 0.7758 -5.0698 -1.4496 0.1 0.0 0.1 -1.269
C 0.2362 -6.2115 -0.8993 0.0 -0.1 0.0 -1.374
C -0.7232 -6.0691 0.0831 -0.1 0.0 0.0 -1.394
C -1.0316 -4.8063 0.5531 0.1 0.0 -0.2 -0.148
C -0.4538 -3.6177 0.0667 -0.2 -0.1 0.2 1.509
Si -0.5809 -1.9985 1.1298 0.2 0.5 0.0 -1.959
C 0.6528 -2.3703 2.5750 0.2 0.0 -0.1 0.285
C 0.2789 -3.5536 3.2369 0.0 0.1 -0.1 -0.167
C 0.9833 -4.0840 4.3000 0.0 0.0 0.0 -1.257
C 2.1283 -3.4465 4.7426 0.0 0.0 0.1 -1.071
C 2.5278 -2.2858 4.1150 0.0 0.0 -0.1 -0.304
C 1.8186 -1.7223 3.0451 -0.2 -0.2 0.0 0.197
P 2.4150 -0.1216 2.3846 0.1 0.1 -0.1 0.478
C 3.9571 -0.6445 1.4476 0.0 0.0 0.1 2.793
C 4.8343 -1.7723 1.9887 0.0 0.0 0.0 -1.707
C 4.8443 0.5370 1.0375 -0.1 0.0 -0.1 -1.756
C 2.9595 0.8306 3.9223 -0.1 -0.1 0.0 0.742
C 2.0743 0.4993 5.1326 0.0 0.1 0.0 -1.710
C 4.4274 0.8222 4.3583 0.0 0.0 0.0 -1.430
C -2.2239 -1.6322 2.0751 0.1 -0.2 0.0 1.393
C -2.8338 -2.7883 2.5786 0.0 0.3 0.0 0.289
C -3.8147 -2.8058 3.5555 0.0 -0.1 0.0 -1.248
C -4.2086 -1.6134 4.1109 0.0 0.0 0.0 -1.381
C -3.6877 -0.4448 3.5849 0.1 0.0 -0.1 -1.155
C -2.7468 -0.4007 2.5513 -0.3 -0.1 -0.1 0.607
P -2.8257 1.3291 1.8528 0.0 0.1 0.3 2.485
C -4.6169 1.8689 1.8430 0.1 0.1 -0.2 0.597
C -5.6090 1.0321 1.0420 -0.1 0.0 0.0 -1.714
C -4.7784 3.3657 1.5480 0.0 0.0 0.1 -2.067
C -2.3261 2.2538 3.4752 0.1 -0.2 0.0 0.605
C -3.2611 2.5314 4.6636 0.0 0.0 0.0 -1.863
C -1.0315 1.6278 4.0007 0.0 0.0 0.0 -1.966
H 0.2547 -4.6247 -5.2636 0.0 0.0 0.0 0.488
H 1.2534 -5.0534 -3.8943 -0.1 0.1 -0.2 0.342
H 1.8030 -3.8284 -5.0394 0.0 0.0 0.0 0.407
H -0.7700 -3.4667 -3.4177 0.0 0.0 0.0 0.280
H -0.4904 -1.1104 -4.3630 -0.1 0.1 0.0 -0.179
H -0.6947 -2.3640 -5.5815 0.0 0.0 0.0 0.468
H 0.9061 -1.7214 -5.2601 0.1 0.1 -0.1 0.424
H 2.9136 -3.3167 -3.2964 0.0 -0.1 0.0 0.703
H 4.5485 -3.2301 -1.2770 0.0 0.0 0.0 0.594
H 3.3057 -4.4708 -1.2222 0.0 0.0 0.0 0.332
H 3.1171 -3.0151 -0.2664 0.0 0.1 0.1 0.134
H 3.0008 -0.8617 -3.5653 0.0 0.0 -0.1 0.315
H 4.5139 -1.4805 -2.9121 0.0 0.0 0.0 0.556
H 3.3551 -0.6728 -1.8520 0.0 0.1 0.2 0.010
H 1.5030 -5.1830 -2.2380 0.0 0.0 0.2 0.498
H 0.5426 -7.1892 -1.2478 0.0 0.0 0.0 0.442
H -1.2194 -6.9337 0.5046 0.0 0.0 0.0 0.448
H -1.7643 -4.7829 1.3315 0.0 0.0 0.1 0.577
H -0.6031 -4.0870 2.9245 -0.1 -0.1 0.0 0.538
H 0.6364 -4.9912 4.7784 0.0 0.0 0.0 0.441
H 2.7030 -3.8482 5.5674 0.0 0.0 0.0 0.446
H 3.4247 -1.7940 4.4655 0.0 0.0 -0.1 0.573
H 3.4804 -1.0119 0.5366 -0.1 -0.1 -0.2 -1.738
H 5.3777 -1.4615 2.8817 0.0 0.0 0.0 0.302
H 5.5821 -2.0324 1.2361 0.0 0.0 0.0 0.488
H 4.2725 -2.6733 2.2231 0.0 0.0 0.0 0.372
H 5.5965 0.7374 1.7961 0.0 0.0 0.0 0.446
H 4.2789 1.4519 0.8713 0.0 0.0 0.0 0.331
H 5.3795 0.3010 0.1146 0.0 0.0 0.0 0.429
H 2.7243 1.8558 3.6173 0.0 0.0 0.0 0.415
H 2.5213 -0.2964 5.7290 -0.1 0.1 0.0 0.463
H 1.0762 0.1702 4.8577 -0.1 0.0 0.0 0.161
H 1.9820 1.3779 5.7740 0.0 0.0 0.0 0.530
H 4.8322 -0.1849 4.4559 0.0 0.0 0.0 0.139
H 4.5048 1.2952 5.3406 0.0 0.0 0.0 0.460
H 5.0657 1.3832 3.6820 0.0 0.0 -0.1 0.333
H -2.5592 -3.7385 2.1794 0.1 -0.1 0.0 -0.171
H -4.2419 -3.7464 3.8789 0.0 0.0 0.0 0.483
H -4.9406 -1.5732 4.9066 0.0 0.0 0.0 0.446
H -4.0742 0.4720 3.9821 0.0 0.0 0.0 0.404
H -4.8794 1.7398 2.8872 0.0 0.0 0.1 0.619
H -5.5147 1.2019 -0.0303 0.0 0.0 0.0 0.263
H -6.6187 1.3305 1.3350 0.0 0.0 0.0 0.508
H -5.4976 -0.0343 1.2250 0.0 0.0 0.0 0.226
H -4.7459 3.5659 0.4801 0.0 0.0 0.0 0.419
H -4.0148 3.9798 2.0305 0.0 0.0 0.0 0.242
H -5.7509 3.6947 1.9201 0.0 0.0 0.0 0.504
H -2.0955 3.2500 3.1111 -0.1 0.1 0.0 0.665
H -3.4062 1.6690 5.3125 0.0 0.0 0.0 0.447
H -4.2335 2.9260 4.3736 0.0 0.0 0.0 0.360
H -2.7872 3.2978 5.2829 0.0 0.0 0.0 0.437
H -1.2616 0.7976 4.6708 0.0 0.0 0.0 0.570
H -0.4420 2.3562 4.5636 0.0 0.0 0.0 0.589
H -0.3973 1.2214 3.2054 0.1 0.0 0.0 -0.194
C -4.6382 -2.9946 -2.9802 0.1 0.0 0.1 -0.794
S -4.2254 -2.8371 -1.2263 -0.1 0.1 -0.1 0.057
C -3.3971 -1.2657 -1.2179 0.0 -0.2 0.0 -0.427
S -2.2630 -0.8750 -2.4879 0.3 0.1 0.0 -0.415
N -3.5937 -0.5850 -0.1557 -0.3 -0.1 0.0 -1.060
N -2.8542 0.5639 0.0385 0.8 0.0 0.0 0.392
C -3.0307 1.6509 -0.8191 -0.3 0.1 0.1 -1.002
C -2.4105 2.7358 -0.3200 0.2 -0.1 0.0 0.458
C -2.5355 4.1131 -0.7209 0.0 0.1 0.0 -1.229
C -1.8534 5.0746 -0.0819 0.0 0.0 0.0 -1.147
C -0.9536 4.6993 0.9883 0.1 0.1 -0.1 -1.183
C -0.9166 3.4365 1.4325 0.0 0.0 -0.1 -0.020
N -1.7117 2.4132 0.8904 -0.1 0.1 0.0 1.428
H -5.0679 -3.9860 -3.1077 0.0 0.0 0.0 0.408
H -5.3711 -2.2433 -3.2658 0.0 0.0 0.0 0.310
H -3.7413 -2.9053 -3.5891 0.0 0.0 0.0 0.077
H -3.7202 1.6260 -1.6497 0.0 0.0 0.0 0.435
H -3.2227 4.3443 -1.5241 0.0 0.0 0.0 0.721
H -1.9563 6.1143 -0.3626 0.0 0.0 0.0 0.462
H -0.2916 5.4323 1.4288 0.0 0.0 0.0 0.494
H -0.2209 3.1391 2.2017 0.0 0.0 0.0 0.331
C -1.6681 3.7504 -3.7382 0.0 0.0 0.0 -1.418
C -0.2438 3.9770 -3.2244 -0.3 -0.3 0.1 0.922
C 0.5862 4.7277 -4.2582 0.0 0.0 0.0 -1.360
Sb 0.5805 2.0524 -2.6313 0.6 -0.1 0.5 -0.155
C 1.2532 1.2524 -4.5234 -0.2 0.1 0.0 3.277
C 0.1636 1.3746 -5.5883 0.1 -0.1 0.0 -1.796
C 2.5920 1.7969 -5.0063 0.0 -0.1 0.0 -1.698
C 2.4694 2.5363 -1.6586 -0.1 0.2 -0.1 1.292
C 3.2235 3.7416 -2.2152 0.0 0.0 0.0 -2.036
C 2.1785 2.7721 -0.1844 0.0 -0.1 0.1 -1.319
H -2.1949 4.7051 -3.8216 0.0 0.0 0.0 0.433
H -2.2493 3.0955 -3.0903 0.0 0.0 0.0 0.082
H -1.6508 3.2994 -4.7314 0.0 0.0 0.0 0.406
H -0.2694 4.5295 -2.2845 0.0 0.0 0.0 0.309
H 0.5643 4.2267 -5.2260 0.0 0.1 0.0 0.191
H 1.6211 4.8682 -3.9670 0.1 0.0 0.0 0.277
H 0.1468 5.7196 -4.3999 0.0 0.0 0.0 0.506
H 1.3797 0.2078 -4.2669 0.0 -0.2 -0.1 -2.329
H -0.8103 1.0318 -5.2382 0.0 0.0 0.0 0.436
H 0.4313 0.7749 -6.4627 0.0 0.0 0.0 0.442
H 0.0562 2.4055 -5.9270 0.0 -0.1 0.0 0.413
H 2.5399 2.8562 -5.2556 0.0 0.0 0.0 0.295
H 2.8861 1.2621 -5.9149 0.0 0.0 0.0 0.528
H 3.3848 1.6538 -4.2716 0.0 0.0 0.0 0.376
H 3.0780 1.6384 -1.7891 0.0 -0.1 0.0 -0.123
H 2.6722 4.6654 -2.0295 0.0 0.0 0.0 0.398
H 3.4288 3.6694 -3.2804 0.0 0.0 0.0 0.398
H 4.1849 3.8332 -1.7015 0.0 0.0 0.0 0.480
H 1.4651 3.5845 -0.0670 -0.1 0.1 0.1 0.334
H 3.0886 3.0716 0.3444 0.0 0.0 0.0 0.640
H 1.7744 1.8919 0.3216 0.0 0.0 0.0 -0.198


2.
174
Properties=species:S:1:pos:R:3:forces:R:3:mulliken_charge:R:1 method="wB97M-V/def2-TZVPD" smiles="C#CCc1c(CSCC)c(P(O)O)c(C[C@@H](O)C(F)(F)F)c2c1N(Br)c1c(CCC)c(CC(=O)Br)cc(C[C@@H](O)CN)c1S2.CC(C)O.CC(C)O.CC(C)O.CC(C)O.CC(C)O.CC(C)O.CC(C)O.CC(C)O" charge=0 homo_lumo_gap_ev=6.78 energy_ev=-265314.82551
C 2.6442 4.1841 6.4654 -6.7 -6.5 -2.5 -0.427
C 1.5824 3.3169 6.0674 8.3 4.5 2.3 -0.221
C 0.8220 1.9574 5.4615 0.6 0.5 0.3 0.084
C 1.0702 1.7332 3.8568 -0.8 -0.3 -3.6 0.155
C 2.5647 1.4983 3.1492 -1.6 0.2 -1.7 -0.011
C 3.9260 1.4753 4.0631 -0.2 -0.2 -0.7 -0.719
S 4.1261 -0.3136 4.7023 0.1 0.1 -0.2 -0.196
C 4.5134 -1.4841 3.2925 0.6 -0.4 -2.1 0.054
C 4.8273 -3.0314 3.7380 0.3 -0.8 0.1 -0.727
C 2.7546 1.2345 1.5109 -5.6 0.5 0.1 0.510
P 4.4822 0.9297 0.7570 2.6 0.2 2.6 0.168
O 5.0392 2.2535 -0.2275 -0.9 -2.5 -1.7 -0.339
O 4.6001 -0.5958 -0.0775 0.3 2.1 -1.3 -0.456
C 1.3948 1.2045 0.5400 -0.4 0.5 4.0 -0.299
C 1.5143 0.9168 -1.0690 -1.0 -0.7 0.8 -0.771
C 1.1353 2.1823 -2.0371 1.0 -0.5 -1.2 0.350
O -0.1912 1.9573 -2.6868 1.5 2.0 1.3 -0.435
C 1.2778 3.6614 -1.3471 -0.1 2.1 -0.3 0.653
F 1.2658 4.6519 -2.4883 -0.1 -2.7 3.4 -0.301
F 2.5756 3.8955 -0.6450 -4.8 -0.8 -2.2 -0.195
F 0.0860 4.0523 -0.5049 4.3 -1.2 -2.5 -0.236
C -0.0533 1.4317 1.2721 1.7 -0.2 1.8 0.825
C -0.2917 1.7008 2.8865 4.3 -0.6 -1.5 -0.811
N -1.6887 1.8950 3.4961 1.1 -2.5 -2.0 0.055
Br -2.3379 3.6460 3.0989 0.1 -0.1 0.0 -0.034
C -2.6589 0.8361 3.0160 -3.3 -3.5 -1.4 -0.648
C -3.6544 0.0375 4.0860 0.3 -0.3 -2.9 0.304
C -3.5588 0.3749 5.6993 -0.2 -0.9 0.0 -0.467
C -4.9337 1.0039 6.3417 0.3 0.9 1.4 -0.173
C -4.9037 2.6754 6.3365 0.4 -0.6 0.2 -0.807
C -4.7086 -1.1260 3.5147 1.3 0.8 -2.3 0.258
C -5.7276 -1.9549 4.5485 1.5 1.3 -0.6 -0.585
C -7.2634 -1.3913 4.4382 -3.5 -1.0 6.9 0.442
O -8.0309 -1.4477 5.5586 5.0 0.3 -7.5 -0.535
Br -8.1336 -0.6095 2.8114 1.2 -0.8 1.4 -0.122
C -4.8271 -1.5395 1.9169 3.3 3.7 1.3 -0.589
C -3.8699 -0.7336 0.8563 0.1 0.7 2.7 0.218
C -3.9329 -1.1145 -0.7707 1.2 -1.0 0.7 -0.489
C -3.2481 -2.6375 -0.8654 -1.1 -0.8 1.6 -0.010
O -3.4368 -3.2634 -2.1983 -0.2 -0.7 1.6 -0.567
C -1.6939 -2.6852 -0.3468 1.4 0.2 -0.7 0.366
N -1.3985 -3.8494 0.6138 1.1 0.9 -0.3 -0.718
C -2.8309 0.4075 1.4083 -1.2 -1.1 2.7 0.545
S -1.6548 1.3491 0.2320 0.4 -1.2 2.4 0.102
H 3.5729 4.7804 6.9205 -2.9 -1.5 -1.3 0.329
H 1.2028 0.9705 6.0065 -0.4 2.4 -1.0 0.363
H -0.3116 2.0647 5.7611 2.3 -0.2 -1.2 -0.176
H 4.9131 1.7462 3.4960 -2.3 -0.4 0.7 0.323
H 3.8877 2.1400 5.0278 -0.4 -1.4 -1.9 0.147
H 5.4749 -1.0831 2.7158 -2.3 -0.8 1.2 0.196
H 3.5993 -1.5293 2.5287 2.0 0.3 1.7 0.075
H 4.4182 -3.7709 2.8956 0.7 1.8 1.9 0.144
H 5.9889 -3.2814 3.8148 -2.4 0.9 -0.1 0.256
H 4.3694 -3.3390 4.7797 0.7 0.7 -2.1 0.266
H 5.4425 1.9251 -1.1005 -1.0 0.8 1.7 0.255
H 5.4829 -0.5869 -0.5778 -1.8 0.0 1.2 0.324
H 0.7171 0.0622 -1.3127 1.6 2.0 0.5 0.093
H 2.5637 0.4364 -1.3476 -2.2 1.4 0.8 0.330
H 1.9189 2.1595 -2.9375 -1.4 0.5 2.1 0.025
H -0.4987 2.8352 -3.0624 0.6 -1.4 0.5 0.280
H -3.3489 -0.6429 6.2867 -0.4 2.0 -1.5 0.389
H -2.6277 1.0695 5.9614 -2.1 -1.4 -1.0 -0.267
H -4.9397 0.7078 7.4955 0.0 0.5 -2.5 0.262
H -5.9273 0.5757 5.8951 2.0 0.9 0.6 0.053
H -5.5454 3.1332 7.2279 1.1 -1.1 -2.2 0.332
H -5.2635 3.0612 5.2790 0.9 -0.5 2.3 0.208
H -3.7800 2.9946 6.5767 -2.4 -0.6 -0.8 0.163
H -5.3544 -1.7721 5.6658 -1.2 -0.4 -2.5 0.195
H -5.6133 -3.1033 4.3224 -0.7 2.3 0.3 0.433
H -5.5424 -2.3750 1.4946 1.5 1.9 1.2 0.339
H -3.2288 -0.4260 -1.4171 -1.7 -1.0 1.4 0.068
H -5.0426 -1.1477 -1.1805 2.4 0.2 1.0 0.291
H -3.8765 -3.3108 -0.1091 1.5 1.5 -1.4 0.232
H -3.7402 -4.2224 -2.0663 0.8 2.3 -0.1 0.351
H -1.3118 -1.6863 0.1554 -1.2 -1.8 -1.1 -0.255
H -0.9758 -2.8668 -1.2779 -1.8 0.6 1.6 0.286
H -0.5824 -4.3921 0.2207 -1.3 0.8 0.7 0.236
H -1.0462 -3.4659 1.5329 -0.7 -0.5 -1.4 0.269
C -10.4180 -5.2155 4.6905 -0.2 -0.1 -0.3 -1.428
C -9.2423 -5.8437 5.4216 -0.3 0.8 0.3 0.752
C -9.3215 -5.5908 6.9187 0.1 -0.2 0.3 -1.350
O -8.0261 -5.3004 4.9146 0.2 0.0 -0.1 -0.463
H -10.4306 -4.1286 4.8295 0.0 -0.1 0.2 0.309
H -10.3413 -5.3950 3.6128 0.0 -0.1 0.2 0.331
H -11.3686 -5.6243 5.0470 0.1 0.1 0.0 0.394
H -9.2241 -6.9222 5.2310 0.2 0.1 -0.1 0.260
H -9.2952 -4.5172 7.1368 -0.1 -0.1 -0.1 0.291
H -8.4626 -6.0380 7.4305 -0.1 0.0 -0.1 0.323
H -10.2391 -6.0109 7.3421 0.1 0.1 0.0 0.408
H -8.0335 -4.3429 5.0795 0.0 -0.4 0.0 0.168
C 7.3740 4.6339 0.5824 0.0 -0.3 0.2 -0.921
C 8.5892 4.8803 -0.2974 -0.5 0.5 0.0 0.357
C 9.0170 6.3387 -0.2559 0.4 0.1 0.0 -1.158
O 8.2811 4.5166 -1.6407 0.0 -0.2 -0.3 -0.556
H 6.5174 5.2268 0.2426 0.1 0.1 0.0 0.208
H 7.0699 3.5829 0.5331 0.1 0.2 0.1 0.153
H 7.5838 4.8893 1.6258 -0.1 0.0 -0.1 0.379
H 9.4176 4.2441 0.0326 -0.1 0.0 -0.2 0.285
H 8.2187 6.9920 -0.6254 0.0 -0.1 0.1 0.228
H 9.8850 6.5036 -0.9032 -0.1 -0.1 0.1 0.322
H 9.2762 6.6451 0.7623 0.0 0.0 -0.1 0.356
H 7.5465 5.0765 -1.9421 0.3 -0.2 0.2 0.346
C -7.4256 -9.6984 3.7645 -0.1 -0.2 -0.3 -1.198
C -6.1782 -8.8355 3.8695 -0.4 0.2 0.5 0.383
C -5.5289 -8.9641 5.2382 0.4 0.0 0.1 -1.197
O -6.5260 -7.4728 3.6380 0.1 -0.1 -0.1 -0.459
H -8.1760 -9.3941 4.5028 0.1 0.0 0.1 0.278
H -7.8892 -9.5863 2.7786 0.1 0.0 0.1 0.293
H -7.1889 -10.7553 3.9222 -0.1 0.1 0.0 0.389
H -5.4624 -9.1274 3.0935 -0.1 0.2 0.0 0.317
H -6.2121 -8.6338 6.0287 -0.1 -0.1 -0.1 0.272
H -4.6396 -8.3282 5.3035 -0.1 -0.1 -0.1 0.301
H -5.2353 -9.9989 5.4401 0.0 0.1 0.0 0.395
H -7.1615 -7.2049 4.3224 0.3 0.2 -0.3 0.218
C 2.8295 8.9449 -3.5652 0.0 0.1 -0.4 -1.337
C 3.4148 7.6764 -2.9654 -0.2 0.5 0.5 0.458
C 2.6954 7.2861 -1.6840 -0.1 -0.3 0.1 -1.021
O 4.7978 7.8802 -2.6871 0.4 0.0 0.0 -0.549
H 2.9310 9.7887 -2.8734 -0.1 -0.1 0.1 0.326
H 3.3650 9.2206 -4.4800 -0.1 -0.1 0.1 0.342
H 1.7696 8.8155 -3.8053 0.1 0.1 0.0 0.355
H 3.3435 6.8591 -3.6912 0.2 0.1 0.1 0.204
H 2.7922 8.0710 -0.9256 0.0 0.1 -0.2 0.449
H 3.1352 6.3785 -1.2570 -0.1 0.1 -0.1 0.114
H 1.6315 7.1069 -1.8677 0.1 0.0 0.1 0.309
H 4.8708 8.6042 -2.0434 -0.1 -0.3 -0.3 0.353
C 2.1006 1.5636 -7.7885 0.0 -0.3 -0.1 -1.374
C 1.7638 2.1631 -6.4325 0.2 0.4 -0.5 0.670
C 1.3849 3.6305 -6.5539 -0.2 0.2 0.0 -1.044
O 2.8895 2.0361 -5.5674 0.3 -0.1 0.4 -0.524
H 2.9558 2.0767 -8.2424 -0.1 0.1 0.0 0.279
H 2.3834 0.5106 -7.6841 -0.1 0.1 0.0 0.310
H 1.2491 1.6315 -8.4726 0.1 0.0 0.0 0.393
H 0.9373 1.6057 -5.9787 0.2 0.1 0.1 0.161
H 2.2147 4.2169 -6.9641 0.0 -0.2 -0.1 0.383
H 1.1571 4.0518 -5.5690 0.0 -0.1 -0.1 0.095
H 0.5118 3.7604 -7.2010 0.2 0.0 0.2 0.311
H 3.6284 2.5279 -5.9624 -0.4 -0.2 0.1 0.343
C 6.9851 0.6643 -9.8105 0.2 0.3 0.1 -1.401
C 5.5466 0.4326 -9.3765 0.2 -0.4 -0.6 0.627
C 5.2048 -1.0488 -9.3587 -0.2 -0.2 0.3 -1.248
O 4.6684 1.1090 -10.2724 -0.2 0.2 -0.1 -0.553
H 7.1543 0.2863 -10.8250 -0.1 -0.1 0.1 0.344
H 7.2132 1.7354 -9.8306 0.0 -0.2 0.1 0.344
H 7.6868 0.1694 -9.1318 0.0 0.0 -0.1 0.362
H 5.3897 0.8586 -8.3797 -0.1 0.1 -0.2 0.204
H 5.3108 -1.4875 -10.3572 0.1 0.1 0.1 0.326
H 4.1630 -1.1997 -9.0565 0.2 0.1 0.0 0.301
H 5.8530 -1.5951 -8.6664 -0.1 0.0 -0.1 0.363
H 4.8008 0.7372 -11.1602 0.0 0.1 0.4 0.346
C -3.4705 4.9194 -6.5889 0.0 0.1 -0.4 -1.363
C -2.8852 3.6509 -5.9890 -0.3 0.5 0.5 0.414
C -3.6046 3.2606 -4.7077 -0.1 -0.3 0.1 -1.263
O -1.5022 3.8546 -5.7108 0.2 -0.1 0.1 -0.362
H -3.3690 5.7632 -5.8971 -0.1 -0.1 0.1 0.345
H -2.9350 5.1950 -7.5037 -0.1 -0.1 0.1 0.328
H -4.5304 4.7899 -6.8289 0.1 0.1 0.0 0.393
H -2.9565 2.8336 -6.7148 0.2 0.1 0.1 0.276
H -3.5078 4.0455 -3.9492 -0.1 0.1 -0.1 0.322
H -3.1648 2.3530 -4.2806 -0.1 0.1 -0.1 0.249
H -4.6685 3.0813 -4.8913 0.1 0.0 0.1 0.427
H -1.4292 4.5787 -5.0671 -0.1 -0.2 -0.3 0.258
C 3.1982 -7.7072 0.9562 -0.4 -0.1 0.1 -1.284
C 3.7217 -6.3894 0.4075 0.4 -0.5 0.1 0.396
C 4.8299 -6.6135 -0.6090 0.1 0.2 -0.3 -1.261
O 4.2194 -5.5953 1.4813 0.1 0.2 0.2 -0.478
H 3.9926 -8.2618 1.4682 0.0 0.0 -0.2 0.342
H 2.4098 -7.5301 1.6956 0.1 0.0 -0.2 0.319
H 2.7936 -8.3350 0.1562 0.1 0.0 0.1 0.386
H 2.9014 -5.8331 -0.0587 0.1 0.1 0.2 0.199
H 5.6821 -7.1293 -0.1525 -0.2 -0.1 0.0 0.339
H 5.2054 -5.6562 -0.9861 -0.1 -0.1 0.0 0.298
H 4.4742 -7.2084 -1.4560 0.1 0.0 0.1 0.379
H 4.9482 -6.0815 1.9013 -0.3 0.2 -0.2 0.312